*one*
{
  "formula": "C3H9N3O3",
  "method": "wB97M-V/def2-TZVPD",
  "symbols": ["C", "C", "C", "H", "H", "H", "H", "H", "H", "H", "H", "H", "N", "N", "N", "O", "O", "O"],
  "coordinates": [[2.7913, -0.9600, 0.0941], [-0.6709, -0.4316, 0.2024], [-0.9708, 1.7401, -0.7780], [2.9629, -1.4918, -0.8461], [3.6379, -0.2146, 0.0013], [2.8915, -1.7106, 1.0051], [-1.4075, -2.1846, -0.2800], [-3.5934, -0.6894, 0.1042], [-0.2505, 1.8794, -1.5892], [-1.8702, 1.3407, -1.2313], [-1.2673, 2.7920, -0.4382], [0.9992, 1.3531, 1.1401], [0.4860, -0.9932, 0.1906], [-1.7747, -1.2346, -0.1814], [-0.7432, 0.9020, 0.3859], [1.6176, -0.1489, 0.0319], [-2.9113, -1.2689, 0.6674], [0.0735, 1.3208, 1.5213]],
  "nbo_charge": [-0.26, 0.47, -0.43, 0.18, 0.19, 0.20, 0.38, 0.47, 0.19, 0.21, 0.21, 0.47, -0.23, -0.34, -0.20, -0.44, -0.55, -0.54],
  "e_homo_ev": -8.9
}

*two*
{
  "formula": "C3H9N3O3",
  "method": "wB97M-V/def2-TZVPD",
  "symbols": ["O", "C", "N", "C", "N", "C", "N", "O", "H", "H", "H", "H", "H", "H", "H", "H", "H", "O"],
  "coordinates": [[0.8554, 1.4077, 0.3525], [0.8707, 0.3785, -0.3203], [2.0652, -0.1358, -0.6938], [-0.3921, -0.0698, -1.0270], [-1.0438, -1.2616, -0.5477], [-1.8661, -1.3712, 0.5517], [-2.3516, -0.2000, 1.0610], [-2.2006, -2.4741, 0.9389], [2.8586, 0.3745, -0.3590], [2.0852, -0.9926, -1.2130], [-0.2597, -0.1018, -2.1135], [-1.1240, 0.7430, -1.0151], [-0.7502, -2.1323, -0.9378], [-1.8728, 0.6859, 1.0200], [-2.7393, -0.2960, 1.9878], [2.9033, 2.9116, -0.9796], [2.1527, 2.5477, 0.3044], [3.0409, 2.8201, -0.0324]],
  "nbo_charge": [-0.65, 0.66, -0.81, -0.33, -0.63, 0.78, -0.85, -0.64, 0.43, 0.40, 0.23, 0.23, 0.40, 0.40, 0.40, 0.46, 0.50, -0.97],
  "e_homo_ev": -9.9
}

Bottom line: *two*, by a margin of 178.1 kcal/mol.

*one*
{
  "formula": "C2H4OS2",
  "method": "wB97M-V/def2-TZVPD",
  "symbols": ["C", "C", "O", "S", "S", "H", "H", "H", "H"],
  "coordinates": [[0.5703, 1.7909, -2.2879], [0.2090, -0.5299, 0.5631], [0.1936, 2.7123, -2.9282], [2.2991, 1.3460, -2.2082], [2.0164, -0.7016, 0.3043], [0.0527, 1.0087, -1.6054], [-0.2271, -1.0362, -0.2949], [0.1866, 0.5539, 0.7908], [-0.0100, -1.3464, 1.3368]],
  "nbo_charge": [0.24, -0.81, -0.52, 0.04, 0.15, 0.13, 0.25, 0.26, 0.26],
  "e_homo_ev": [-9.6, -9.6]
}

*two*
{
  "formula": "C2H4OS2",
  "method": "wB97M-V/def2-TZVPD",
  "symbols": ["C", "C", "O", "S", "S", "H", "H", "H", "H"],
  "coordinates": [[1.4040, -0.6196, 0.3810], [-2.3573, 0.2817, -0.4442], [-2.9021, 0.8949, 0.3699], [2.5439, 0.6060, -0.2956], [-0.6821, -0.3012, -0.6157], [1.6316, -1.4604, -0.1682], [-2.7878, -0.1648, -1.2470], [2.2143, 1.4019, 0.6790], [0.9356, -0.6386, 1.3409]],
  "nbo_charge": [-0.41, 0.30, -0.51, 0.11, -0.22, 0.20, 0.14, 0.13, 0.24],
  "e_homo_ev": [-8.9, -8.9]
}

*three*
{
  "formula": "C2H4OS2",
  "method": "wB97M-V/def2-TZVPD",
  "symbols": ["C", "C", "O", "S", "S", "H", "H", "H", "H"],
  "coordinates": [[0.9801, -0.0181, 0.0872], [-1.7066, 0.2822, -0.0270], [3.2727, -1.2568, -0.0387], [2.6777, 0.0777, -0.0200], [-0.1508, 1.3046, -0.0729], [0.7384, -1.0675, 0.2887], [-2.4113, 1.0969, 0.0775], [-1.6879, -0.3694, 0.7559], [-1.7124, -0.0496, -1.0508]],
  "nbo_charge": [-0.71, -0.67, -0.92, 1.10, 0.28, 0.24, 0.23, 0.22, 0.23],
  "e_homo_ev": -8.2
}

Bottom line: *three*, by a margin of 25.6 kcal/mol.

*one*
{
  "formula": "C2H8N6",
  "method": "wB97M-V/def2-TZVPD",
  "symbols": ["C", "C", "H", "H", "H", "H", "H", "H", "H", "H", "N", "N", "N", "N", "N", "N"],
  "coordinates": [[1.1781, -0.2342, -0.0239], [-1.2531, 0.2282, -0.0067], [1.2818, 2.1061, -1.0075], [0.7678, 2.1710, 0.6527], [1.5978, -2.1828, 0.6655], [-0.1716, -1.8375, 0.5844], [3.1524, -0.3654, 0.3938], [-1.5028, -0.9436, -1.6398], [-2.7744, -0.9032, -0.6033], [-2.6144, 0.6653, 1.2122], [0.4552, 1.9269, -0.3268], [0.1172, 0.5910, -0.4500], [0.8340, -1.5005, 0.3702], [2.3816, 0.2215, -0.0460], [-1.7626, -0.8863, -0.7029], [-1.6870, 0.9434, 0.9283]],
  "nbo_charge": [0.57, 0.57, 0.38, 0.35, 0.40, 0.42, 0.35, 0.40, 0.38, 0.34, -0.64, -0.34, -0.87, -0.81, -0.84, -0.67],
  "e_homo_ev": -8.8
}

*two*
{
  "formula": "C2H8N6",
  "method": "wB97M-V/def2-TZVPD",
  "symbols": ["C", "N", "N", "C", "N", "N", "N", "N", "H", "H", "H", "H", "H", "H", "H", "H"],
  "coordinates": [[-1.4389, 0.1262, 1.1463], [-0.4791, -0.6996, 0.4403], [-0.8937, -0.9628, -0.9356], [0.2167, -0.0784, -0.9380], [-0.0246, 1.2500, -1.2689], [1.2500, -0.2228, 1.8906], [2.2074, -0.0632, 1.3246], [1.5126, -0.4961, -1.1568], [-0.6237, -1.9075, -1.1916], [-0.9999, 1.4615, -1.4262], [0.4819, 1.9348, -0.7276], [2.1785, 0.0770, -0.4010], [1.6760, -1.4252, -0.7859], [-1.7209, -0.4047, 2.0537], [-1.0008, 1.0924, 1.4140], [-2.3413, 0.3185, 0.5621]],
  "nbo_charge": [-0.45, -0.38, -0.49, 0.52, -0.83, 0.07, -0.09, -0.81, 0.35, 0.39, 0.38, 0.38, 0.37, 0.21, 0.18, 0.20],
  "e_homo_ev": -8.6
}

Bottom line: *one*, by a margin of 21.7 kcal/mol.